(1)
{"formula": "C19H28ClNdO8", "method": "the ωB97M-V functional and the def2-TZVPD basis", "relative_energy_ev": 0.085, "homo_ev": [-14.198, -14.203], "gap_ha": [0.3244, 0.3448], "charge": 2, "spin_multiplicity": 4, "species": ["Nd", "C", "C", "O", "C", "C", "O", "C", "C", "O", "C", "C", "O", "C", "C", "O", "C", "C", "O", "H", "H", "H", "H", "H", "H", "H", "H", "H", "H", "H", "H", "H", "H", "H", "H", "H", "H", "H", "H", "H", "H", "H", "H", "Cl", "C", "C", "C", "C", "C", "C", "C", "O", "O", "H", "H", "H", "H"], "positions_angstrom": [[0.127043, -0.160969, 0.365142], [0.628505, 2.996580, 1.598919], [-0.120755, 2.133791, 2.594589], [-1.125827, 1.340507, 1.934192], [-2.348193, 1.981530, 1.526629], [-2.370204, 2.154885, 0.024020], [-1.994759, 0.919756, -0.618192], [-3.030452, 0.074816, -1.158625], [-2.993011, -1.272144, -0.471303], [-1.638172, -1.761792, -0.433922], [-1.304019, -2.830774, -1.348050], [0.190539, -3.022685, -1.243118], [0.831591, -1.751032, -1.410401], [1.236026, -1.347127, -2.732321], [0.736864, 0.059983, -2.953200], [1.047439, 0.802897, -1.761525], [1.168117, 2.225430, -1.918739], [1.670511, 2.767050, -0.605081], [0.853442, 2.187214, 0.431007], [1.579412, 3.316731, 2.029609], [0.058510, 3.881452, 1.302618], [-0.574887, 2.750538, 3.371513], [0.540552, 1.411954, 3.076001], [-2.453200, 2.949258, 2.021486], [-3.161726, 1.338539, 1.866224], [-1.641641, 2.897838, -0.297956], [-3.356384, 2.475631, -0.314796], [-2.847000, -0.020792, -2.230239], [-4.009019, 0.537943, -1.022896], [-3.634465, -1.978146, -1.001209], [-3.334716, -1.206299, 0.562767], [-1.605569, -2.542609, -2.359117], [-1.836602, -3.739697, -1.062548], [0.552330, -3.742405, -1.977831], [0.477985, -3.384486, -0.254033], [0.815594, -2.020069, -3.481002], [2.323433, -1.400008, -2.774489], [-0.345048, 0.091335, -3.116219], [1.236287, 0.510251, -3.812739], [0.194122, 2.645822, -2.184772], [1.885099, 2.448446, -2.710990], [1.571124, 3.853594, -0.585555], [2.710826, 2.495258, -0.422384], [-3.390322, -1.316761, 6.002710], [-1.938267, -1.409775, 5.078648], [-0.707309, -1.380045, 5.720310], [0.456530, -1.464229, 4.972147], [0.399989, -1.537423, 3.583770], [-0.846584, -1.572909, 2.964305], [-2.020280, -1.532696, 3.698589], [1.680705, -1.582254, 2.805406], [2.681312, -2.106520, 3.177373], [1.577318, -0.929162, 1.605745], [-0.667600, -1.305606, 6.798170], [1.422195, -1.472832, 5.460698], [-0.944757, -1.768689, 1.897189], [-2.991327, -1.619883, 3.229821]], "forces_ev_per_a": [[-0.178, 0.554, -0.900], [0.057, 0.072, -0.110], [-0.202, 0.065, 0.004], [0.024, 0.105, -0.071], [0.033, 0.051, 0.176], [-0.069, -0.058, -0.125], [-0.058, -0.062, 0.114], [-0.001, 0.156, 0.012], [-0.019, -0.128, -0.069], [-0.038, -0.030, -0.017], [-0.149, 0.048, 0.022], [0.004, -0.021, -0.123], [-0.072, -0.009, 0.021], [-0.013, -0.133, 0.074], [0.063, 0.159, -0.007], [0.198, -0.051, 0.013], [-0.008, -0.095, -0.082], [-0.028, 0.076, 0.139], [0.015, 0.087, 0.033], [-0.003, 0.015, -0.006], [-0.009, -0.006, 0.005], [0.014, -0.023, 0.014], [0.020, -0.020, -0.022], [-0.009, -0.012, 0.009], [0.013, -0.019, -0.008], [0.009, 0.002, -0.002], [0.002, 0.003, 0.021], [0.019, -0.016, 0.004], [-0.010, -0.027, -0.004], [-0.010, -0.022, 0.058], [0.017, 0.028, 0.008], [0.028, 0.006, -0.010], [0.008, -0.001, 0.003], [-0.020, 0.003, -0.004], [-0.020, 0.019, 0.018], [0.009, 0.014, -0.017], [0.004, 0.034, -0.005], [-0.003, -0.006, -0.009], [-0.007, -0.025, -0.014], [-0.010, -0.013, 0.014], [-0.019, 0.024, -0.012], [0.035, -0.001, -0.033], [0.010, -0.002, -0.015], [0.023, -0.003, -0.014], [-0.086, 0.010, 0.036], [0.039, -0.007, -0.034], [-0.016, 0.020, 0.006], [0.020, -0.013, 0.176], [-0.026, -0.165, 0.002], [0.070, 0.042, 0.076], [0.010, 0.212, -0.531], [0.049, 0.044, 0.117], [0.296, -0.688, 1.004], [0.004, -0.007, -0.001], [0.005, 0.002, -0.012], [-0.027, -0.193, 0.090], [0.009, 0.005, -0.017]], "lowdin_spin": [3.03, 0.00, 0.00, 0.00, 0.00, 0.00, 0.00, 0.00, 0.00, 0.00, 0.00, 0.00, 0.00, 0.00, 0.00, 0.00, 0.00, 0.00, 0.00, 0.00, 0.00, 0.00, 0.00, 0.00, 0.00, 0.00, 0.00, 0.00, 0.00, 0.00, 0.00, 0.00, 0.00, 0.00, 0.00, 0.00, 0.00, 0.00, 0.00, 0.00, 0.00, 0.00, 0.00, 0.00, 0.00, 0.00, 0.00, 0.00, 0.00, 0.00, 0.00, 0.00, -0.01, 0.00, 0.00, 0.00, 0.00]}


(2)
{"formula": "C22H18BrN2O2S2Zr", "method": "the ωB97M-V functional and the def2-TZVPD basis", "relative_energy_ev": 3.086, "homo_ev": [-10.932, -10.931], "gap_ha": [0.1224, 0.1221], "charge": 1, "spin_multiplicity": 1, "species": ["Zr", "O", "C", "C", "C", "C", "C", "C", "C", "O", "N", "N", "C", "C", "Br", "C", "C", "C", "C", "C", "C", "C", "H", "H", "H", "H", "H", "H", "H", "H", "H", "H", "H", "H", "H", "H", "S", "C", "C", "C", "C", "C", "C", "S", "H", "H", "H", "H"], "positions_angstrom": [[8.642518, -14.272409, 4.182542], [8.516048, -9.871249, 3.241339], [9.815953, -9.562262, 3.171434], [10.087021, -8.179757, 2.946034], [11.366547, -7.733757, 2.660265], [12.386996, -8.664584, 2.746707], [12.210301, -9.998298, 3.055348], [10.916937, -10.505010, 3.129668], [10.681948, -12.009436, 3.426137], [9.254289, -12.403296, 3.254476], [10.988060, -12.482680, 4.753255], [10.628296, -13.797913, 4.979723], [11.215481, -14.507124, 6.024717], [11.600182, -15.722826, 6.116057], [8.118446, -16.581373, 5.265907], [11.728893, -17.065560, 6.098796], [10.848526, -17.884363, 7.013920], [10.580410, -19.246888, 6.830824], [9.765421, -19.904991, 7.734235], [9.164556, -19.214310, 8.784572], [9.380497, -17.842571, 8.929835], [10.259356, -17.213266, 8.066779], [8.535078, -10.871733, 3.197345], [9.267136, -7.497543, 2.853423], [11.582092, -6.759039, 2.297034], [13.402827, -8.339071, 2.462462], [13.082058, -10.675679, 3.131256], [11.267544, -12.562260, 2.686028], [11.885188, -12.104308, 5.179027], [11.358901, -13.823881, 6.905126], [12.404803, -17.563037, 5.418882], [11.049199, -19.803043, 6.035427], [9.599693, -20.971011, 7.604745], [8.605619, -19.770557, 9.526302], [8.933107, -17.333506, 9.758174], [10.346159, -16.155750, 8.176576], [7.766754, -15.303907, 2.021609], [7.153427, -13.692321, 1.761726], [7.160168, -13.241531, 0.466612], [6.549124, -11.986696, 0.180848], [6.126992, -11.166107, 1.220071], [6.003168, -11.664145, 2.509530], [6.456732, -12.930685, 2.807772], [6.282100, -13.457228, 4.551484], [7.642457, -13.748319, -0.340021], [6.503971, -11.559285, -0.825666], [5.819763, -10.163662, 0.979498], [5.488017, -11.092955, 3.290545]], "forces_ev_per_a": [[-4.096, -0.185, -2.398], [0.483, -1.644, 0.157], [1.389, 1.168, -0.954], [0.392, -0.796, -0.246], [-0.632, -1.777, 0.372], [2.214, 0.378, -0.433], [0.007, -0.316, -0.563], [-1.736, -0.159, 2.052], [-3.986, 1.168, -1.890], [2.837, -0.532, 0.873], [1.570, -3.559, 1.943], [1.961, 2.490, -1.129], [0.126, 5.470, 2.280], [-0.080, -5.608, -1.174], [0.658, 0.752, 0.066], [-1.256, 1.529, 0.635], [0.609, 0.461, -0.833], [0.489, 0.355, 0.111], [-0.191, -0.065, -0.062], [0.388, 0.020, -0.019], [0.419, -1.098, -0.176], [-1.214, 0.001, 0.437], [-0.672, 0.653, 0.151], [-0.508, 0.062, 0.147], [-0.042, 0.743, 0.042], [-0.527, -0.171, 0.448], [-0.529, 0.451, -0.206], [0.304, -0.336, 0.213], [-1.344, -0.754, -0.060], [0.654, -0.376, -0.721], [0.452, 0.037, 0.125], [0.045, -0.009, -0.202], [-0.003, 0.173, 0.099], [-0.212, 0.123, -0.113], [-0.167, 0.370, 0.184], [0.494, 0.589, 0.095], [1.184, 0.399, 1.284], [-1.188, -0.373, 1.404], [-1.311, 2.812, -0.922], [1.330, -0.607, 0.162], [-0.621, -0.417, 0.104], [-0.407, 0.794, -0.121], [0.938, -1.152, 0.490], [1.222, -0.078, -1.516], [0.119, -0.610, -0.170], [0.222, -0.482, 0.258], [-0.257, 0.182, 0.106], [0.475, -0.078, -0.329]], "nbo_charge": [1.54, -0.67, 0.42, -0.27, -0.16, -0.24, -0.19, -0.20, 0.21, -0.89, -0.23, -0.25, -0.18, 0.20, -0.37, -0.13, -0.08, -0.17, -0.20, -0.16, -0.18, -0.18, 0.51, 0.23, 0.23, 0.22, 0.21, 0.23, 0.44, 0.21, 0.27, 0.23, 0.23, 0.23, 0.23, 0.20, 0.01, -0.22, -0.22, -0.16, -0.18, -0.23, -0.16, -0.08, 0.24, 0.23, 0.23, 0.24]}


(3)
{"formula": "C16H22F4N2O3S2", "method": "the ωB97M-V functional and the def2-TZVPD basis", "homo_ev": -8.570, "gap_ha": 0.3209, "spin_multiplicity": 1, "species": ["F", "C", "C", "C", "C", "N", "C", "C", "C", "O", "C", "C", "F", "F", "F", "C", "N", "C", "C", "H", "H", "H", "H", "H", "H", "H", "H", "H", "H", "C", "S", "O", "C", "H", "H", "H", "H", "H", "H", "C", "S", "O", "C", "H", "H", "H", "H", "H", "H"], "positions_angstrom": [[0.719166, -3.170169, -1.051395], [-0.184378, -2.179896, -0.992555], [-0.852668, -1.981142, 0.224556], [-1.799856, -1.000746, 0.283300], [-2.093849, -0.189617, -0.834304], [-3.035627, 0.786915, -0.720410], [-3.264976, 1.493386, -1.795371], [-4.312566, 2.571832, -1.710452], [-5.666828, 1.986578, -1.316199], [-6.594513, 2.159719, -2.395794], [-7.675204, 1.278021, -2.332474], [-7.413359, -0.009440, -3.104346], [-7.773315, 0.110740, -4.389302], [-8.145827, -1.015201, -2.590837], [-6.142892, -0.383938, -3.081887], [-2.566151, 1.267559, -2.994955], [-1.652088, 0.348821, -3.147465], [-1.409371, -0.404585, -2.039557], [-0.442946, -1.428662, -2.097225], [-0.633137, -2.575434, 1.092427], [-2.347566, -0.820710, 1.191867], [-4.001568, 3.225437, -0.903121], [-4.388656, 3.117852, -2.640532], [-6.067454, 2.481527, -0.432832], [-5.573994, 0.932032, -1.084437], [-7.926078, 1.014291, -1.305582], [-8.549432, 1.746164, -2.768517], [-2.797139, 1.890777, -3.846765], [0.096651, -1.629456, -3.006721], [4.187294, -1.973669, 2.126677], [3.391494, -0.917015, 0.915807], [1.941892, -1.258217, 0.933194], [4.093753, -1.731092, -0.523518], [3.846992, -1.662741, 3.111738], [3.901631, -3.010882, 1.944792], [5.265132, -1.843830, 2.059203], [3.822221, -2.786965, -0.516636], [5.176930, -1.610466, -0.509351], [3.682824, -1.252663, -1.410201], [6.724379, 1.989359, 4.437082], [7.482540, 0.976315, 3.162761], [6.374116, 0.297977, 2.440090], [8.192025, -0.235431, 4.284128], [6.180778, 2.792057, 3.943856], [6.034160, 1.383473, 5.024123], [7.502066, 2.411090, 5.073671], [7.401090, -0.687598, 4.882790], [8.927014, 0.251125, 4.925066], [8.681310, -0.998928, 3.683165]], "forces_ev_per_a": [[0.062, -0.019, -0.124], [-0.135, 0.105, -0.018], [-0.446, 0.379, -0.053], [0.116, -0.167, 0.105], [-0.272, 0.201, 0.242], [0.119, -0.184, -0.155], [-0.210, 0.192, 0.260], [0.056, -0.636, 0.591], [-0.324, 0.156, -0.307], [0.089, 0.032, -0.106], [0.157, 0.069, 0.249], [-0.515, 0.091, 0.019], [0.017, 0.052, -0.304], [-0.122, -0.124, 0.078], [0.566, -0.137, 0.074], [0.279, -0.099, -0.473], [-0.176, 0.041, 0.293], [0.301, -0.158, -0.241], [0.364, -0.408, 0.051], [0.210, -0.179, 0.046], [-0.096, 0.085, 0.176], [0.107, 0.399, -0.058], [-0.096, 0.210, -0.130], [-0.100, 0.127, 0.107], [0.140, -0.216, 0.088], [0.026, -0.103, 0.156], [-0.131, 0.118, -0.176], [0.010, 0.063, -0.208], [0.020, 0.083, -0.229], [0.060, -0.183, 0.038], [0.053, 0.080, 0.013], [-0.056, -0.033, 0.051], [0.067, -0.072, -0.082], [-0.016, 0.051, -0.011], [-0.070, 0.044, -0.040], [0.008, 0.083, 0.022], [-0.048, 0.021, 0.037], [-0.001, 0.033, 0.013], [-0.029, 0.030, 0.024], [-0.038, 0.046, 0.087], [0.050, 0.055, 0.006], [-0.023, -0.082, -0.001], [0.023, -0.061, 0.079], [0.013, -0.014, -0.046], [0.008, -0.037, -0.041], [0.011, 0.008, -0.015], [-0.031, 0.028, -0.033], [0.011, 0.008, -0.014], [-0.005, 0.024, -0.041]], "nbo_charge": [-0.32, 0.43, -0.24, -0.17, 0.08, -0.38, 0.18, -0.46, -0.05, -0.53, -0.15, 0.95, -0.33, -0.33, -0.32, 0.01, -0.37, 0.17, -0.30, 0.24, 0.22, 0.23, 0.23, 0.17, 0.19, 0.19, 0.21, 0.19, 0.23, -0.83, 1.27, -1.01, -0.83, 0.23, 0.22, 0.25, 0.23, 0.23, 0.24, -0.83, 1.26, -1.00, -0.83, 0.24, 0.23, 0.23, 0.23, 0.23, 0.24]}


- Number 2 is which compound?
  C22H18BrN2O2S2Zr